No. 1
The following is a DFT calculation (the ωB97M-V functional and the def2-TZVPD basis) of a single CH3N molecule at a distorted geometry.

As for the structure (SMILES): C=N. The calculation puts the energy relative to the best compared isomer or geometry (same formula, charge and spin) at 21.43 kcal per mole. As for the total charge: 0. The value obtained for the calculated total energy is -94.5890 hartree.

Geometry (Å):
C -0.201 -0.285 -0.035
N 1.191 -0.154 0.082
H -0.603 -1.381 -0.097
H -0.897 0.428 0.011
H 1.391 0.926 0.117

natural (NBO) population analysis, charges in e, atoms 1 to 4: C -0.06; N -0.58; H 0.17; H 0.15

---

No. 2
The following is a DFT calculation (the ωB97M-V functional and the def2-TZVPD basis) of 2 unconnected molecules or ions with the total composition C2H7NOSi at a distorted geometry.

As for the structure (SMILES): C=CN=[SiH2].O. The calculation puts the energy relative to the best compared isomer or geometry (same formula, charge and spin) at 83.68 kcal per mole. As for the total charge: 0. The value obtained for the calculated total energy is -499.7845 hartree.

Geometry (Å):
C -1.077 -0.247 -0.927
C -1.876 0.788 -1.081
N 0.228 -0.091 -0.455
O 1.634 -1.850 2.163
Si 1.093 1.249 -0.121
H -1.095 -1.317 -1.282
H 1.359 -2.265 1.345
H -1.547 1.747 -0.934
H -2.868 0.694 -1.471
H 0.963 -2.320 2.629
H 2.398 0.924 0.413
H 0.788 2.687 -0.280

natural (NBO) population analysis, charges in e, atoms 1 to 4: C -0.01; C -0.45; N -1.06; O -0.92

---

No. 3
The following is a DFT calculation (the ωB97M-V functional and the def2-TZVPD basis) of a molecular structure, C19H32O15S.

As for the total charge: 0. The value obtained for the calculated total energy is -2269.9725 hartree.

Geometry (Å):
C 4.345 2.835 -0.702
C 4.714 2.282 -2.068
O 3.848 1.282 -2.584
C 3.611 0.190 -1.720
C 2.274 0.249 -1.008
O 1.173 0.162 -1.902
C 0.768 1.377 -2.486
C -0.469 1.953 -1.838
C -0.574 1.815 -0.317
O -1.983 1.808 -0.021
S -2.843 1.801 -1.357
O -3.182 3.139 -1.698
O -3.839 0.799 -1.262
O -1.680 1.283 -2.290
H 4.503 2.109 0.096
H 3.311 3.187 -0.679
H 4.986 3.693 -0.494
H 4.692 3.084 -2.805
H 5.738 1.892 -2.040
H 4.407 0.083 -0.979
H 3.607 -0.707 -2.346
H 2.202 -0.620 -0.350
H 2.196 1.143 -0.379
H 0.550 1.195 -3.539
H 1.556 2.130 -2.448
H -0.560 3.008 -2.113
H -0.087 2.649 0.187
H -0.166 0.875 0.048
C -4.517 -1.899 -2.864
C -4.360 -3.384 -2.696
C -3.383 -3.832 -1.626
O -2.920 -5.086 -2.137
C -3.050 -5.061 -3.488
O -2.597 -5.876 -4.223
O -3.763 -3.978 -3.868
H -5.074 -1.675 -3.773
H -5.056 -1.479 -2.015
H -3.545 -1.409 -2.927
H -5.328 -3.872 -2.547
H -3.827 -3.981 -0.645
H -2.534 -3.147 -1.553
C -4.558 1.851 2.144
C -4.986 2.433 3.462
C -4.264 3.690 3.907
O -4.318 3.587 5.334
C -4.420 2.273 5.656
O -4.312 1.836 6.754
O -4.660 1.538 4.546
H -4.984 0.858 2.008
H -4.898 2.485 1.324
H -3.473 1.765 2.092
H -6.068 2.594 3.493
H -4.735 4.616 3.591
H -3.216 3.677 3.595
C 3.682 -3.426 2.447
C 4.823 -2.879 1.634
C 6.166 -2.782 2.331
O 6.776 -1.667 1.666
C 5.794 -0.875 1.192
O 5.954 0.212 0.734
O 4.594 -1.490 1.302
H 2.738 -3.269 1.928
H 3.815 -4.498 2.597
H 3.626 -2.937 3.420
H 4.928 -3.419 0.689
H 6.797 -3.658 2.219
H 6.052 -2.534 3.389

natural (NBO) population analysis, charges in e, atoms 1 to 4: C -0.65; C -0.06; O -0.55; C -0.11

---

No. 4
The following is a DFT calculation (the ωB97M-V functional and the def2-TZVPD basis) of a molecular structure, C32H34BN6OPd.

The calculation puts the energy relative to the best compared isomer or geometry (same formula, charge and spin) at 1.06 kcal per mole. As for the total charge: -1. The value obtained for the calculated total energy is -1796.4610 hartree.

Geometry (Å):
Pd -0.245 -0.432 -0.504
C 1.469 4.691 1.476
C 0.673 3.824 0.558
C -0.248 4.199 -0.396
C -0.683 2.988 -0.971
N -0.071 1.965 -0.396
N 0.759 2.471 0.534
B 1.622 1.564 1.447
N 0.732 0.686 2.365
N -0.128 -0.224 1.869
C -0.750 -0.774 2.899
C -0.290 -0.206 4.103
C 0.657 0.717 3.717
C 1.488 1.614 4.576
C -1.769 -1.814 2.685
C -2.745 -2.066 3.645
C -3.717 -3.033 3.428
C -3.726 -3.757 2.244
C -2.754 -3.510 1.283
C -1.780 -2.552 1.503
N 2.617 0.703 0.623
N 2.213 -0.224 -0.265
C 3.302 -0.772 -0.779
C 4.454 -0.187 -0.210
C 3.971 0.748 0.677
C 4.741 1.672 1.563
C 3.212 -1.837 -1.794
C 1.971 -2.314 -2.222
C 1.891 -3.315 -3.174
C 3.045 -3.863 -3.721
C 4.283 -3.396 -3.303
C 4.364 -2.392 -2.348
C -1.671 2.761 -2.038
C -1.712 1.538 -2.707
C -2.666 1.303 -3.681
C -3.586 2.290 -4.016
C -3.542 3.514 -3.366
C -2.592 3.747 -2.382
H 1.213 5.734 1.289
H 1.261 4.469 2.524
H 2.543 4.568 1.324
H -0.540 5.204 -0.652
H 2.270 2.281 2.156
H -0.582 -0.451 5.112
H 1.231 1.442 5.621
H 2.555 1.424 4.448
H 1.314 2.667 4.348
H -2.756 -1.485 4.560
H -4.477 -3.211 4.180
H -4.491 -4.504 2.070
H -2.757 -4.068 0.354
H -1.007 -2.346 0.762
H 5.490 -0.407 -0.409
H 5.806 1.503 1.410
H 4.524 2.719 1.343
H 4.513 1.507 2.617
H 1.073 -1.876 -1.785
H 0.919 -3.673 -3.494
H 2.982 -4.646 -4.466
H 5.191 -3.813 -3.722
H 5.336 -2.035 -2.031
H -0.977 0.780 -2.436
H -2.693 0.344 -4.184
H -4.334 2.103 -4.777
H -4.260 4.287 -3.615
H -2.580 4.696 -1.859
C -3.982 2.515 1.196
C -3.117 1.277 1.352
O -3.372 0.385 0.280
H -3.856 3.184 2.053
H -5.035 2.235 1.122
H -3.706 3.050 0.286
H -3.340 0.779 2.305
H -2.061 1.556 1.372
H -2.512 0.075 -0.068

Löwdin population analysis, charges in e, atoms 1 to 4: Pd 0.18; C -0.03; C -0.28; C 0.02